1.
This record from OMol25 describes C49H59BrMgN8O3Sb as an isolated structure at a distorted geometry. The level of theory is ωB97M-V/def2-TZVPD.

Positions of all 122 atoms, in Å:
Mg (0.3111, -0.3189, -0.5091)
C (-0.4198, 1.3835, 4.7842)
N (0.4333, 1.4604, 3.6124)
C (1.8483, 1.3196, 3.8995)
C (-0.0932, 1.2564, 2.3489)
N (0.3395, 0.3510, 1.4989)
C (1.0540, -0.7669, 2.0169)
C (0.5333, -1.4449, 3.0979)
C (1.2038, -2.5178, 3.7011)
C (2.3845, -2.9511, 3.1763)
C (2.8895, -2.3839, 1.9835)
C (4.0078, -2.9820, 1.3604)
C (4.4418, -2.5429, 0.1445)
C (3.8195, -1.4403, -0.4539)
C (2.7875, -0.7607, 0.1568)
N (2.2346, 0.3629, -0.5271)
C (3.0937, 1.2609, -0.9591)
N (4.3177, 1.4815, -0.3568)
C (4.4954, 1.3159, 1.0711)
C (5.5444, 1.4047, -1.1302)
N (2.8369, 2.0972, -1.9898)
C (3.4851, 3.3898, -2.1189)
C (1.7938, 1.8442, -2.9601)
C (2.2425, -1.2598, 1.3851)
N (-1.0755, 2.1268, 2.0069)
C (-1.9311, 1.9037, 0.8580)
C (-1.3395, 3.3520, 2.7414)
H (-0.2527, 2.2346, 5.4492)
H (-0.1991, 0.4694, 5.3469)
H (-1.4689, 1.3605, 4.4993)
H (2.1963, 2.2166, 4.4200)
H (2.4145, 1.2132, 2.9801)
H (2.0525, 0.4518, 4.5318)
H (-0.4227, -1.1289, 3.4958)
H (0.7709, -3.0032, 4.5664)
H (2.9224, -3.7769, 3.6244)
H (4.4806, -3.8242, 1.8495)
H (5.2556, -3.0406, -0.3662)
H (4.1412, -1.1175, -1.4357)
H (3.5412, 1.4635, 1.5714)
H (5.1922, 2.0821, 1.4193)
H (4.8971, 0.3344, 1.3430)
H (5.3263, 1.3646, -2.1950)
H (6.0955, 0.4977, -0.8583)
H (6.1853, 2.2669, -0.9289)
H (4.0088, 3.6483, -1.2040)
H (2.7226, 4.1472, -2.3121)
H (4.1930, 3.3993, -2.9518)
H (1.7132, 0.7797, -3.1302)
H (2.0616, 2.3336, -3.8962)
H (0.8282, 2.2302, -2.6187)
H (-1.3480, 1.5656, 0.0080)
H (-2.4044, 2.8445, 0.5871)
H (-2.7171, 1.1794, 1.0801)
H (-0.5215, 3.5801, 3.4156)
H (-2.2674, 3.2859, 3.3161)
H (-1.4405, 4.1739, 2.0312)
O (0.2826, -0.7602, -2.5359)
H (0.8020, -1.6413, -2.4485)
H (-0.1544, -0.7862, -3.3917)
C (0.3210, 6.3563, -1.9809)
C (0.7003, 6.0449, -0.5265)
C (2.0854, 6.6145, -0.1905)
C (-0.3550, 6.6199, 0.4308)
C (0.7296, 4.5890, -0.3506)
N (0.7399, 3.4472, -0.2106)
H (0.2567, 7.4362, -2.1146)
H (-0.6456, 5.9203, -2.2345)
H (1.0664, 5.9690, -2.6763)
H (2.0640, 7.7001, -0.2848)
H (2.8473, 6.2255, -0.8658)
H (2.3692, 6.3631, 0.8318)
H (-0.3790, 7.7054, 0.3367)
H (-0.1156, 6.3699, 1.4647)
H (-1.3465, 6.2322, 0.1934)
C (-7.0567, 0.6763, -0.1876)
C (-6.6084, 0.3919, -1.4687)
C (-5.3290, -0.1103, -1.6658)
C (-4.4866, -0.3384, -0.5828)
C (-4.9396, -0.0317, 0.6977)
C (-6.2172, 0.4699, 0.8976)
Sb (-2.4777, -1.0980, -0.8484)
C (-2.7120, -1.4601, -2.9614)
C (-3.0597, -2.6489, -3.5890)
C (-3.1647, -2.7094, -4.9746)
C (-2.9502, -1.5779, -5.7444)
C (-2.6120, -0.3800, -5.1282)
C (-2.4861, -0.3279, -3.7483)
C (-2.7948, -2.9238, 0.2294)
C (-2.7949, -2.7772, 1.6140)
C (-2.9650, -3.8732, 2.4454)
C (-3.1388, -5.1355, 1.8964)
C (-3.1152, -5.2943, 0.5204)
C (-2.9309, -4.1967, -0.3097)
H (-8.0600, 1.0513, -0.0330)
H (-7.2581, 0.5560, -2.3190)
H (-4.9927, -0.3299, -2.6708)
H (-4.2975, -0.1994, 1.5573)
H (-6.5576, 0.6957, 1.9002)
H (-3.2677, -3.5371, -3.0115)
H (-3.4216, -3.6478, -5.4487)
H (-3.0605, -1.6208, -6.8199)
H (-2.4513, 0.5103, -5.7233)
H (-2.2178, 0.6106, -3.2686)
H (-2.6540, -1.7923, 2.0515)
H (-2.9610, -3.7500, 3.5214)
H (-3.2731, -5.9931, 2.5416)
H (-3.2322, -6.2808, 0.0887)
H (-2.8923, -4.3557, -1.3777)
Br (1.2914, -8.4382, -1.7813)
C (1.0902, -6.8980, -0.6988)
C (0.9861, -7.0304, 0.6798)
N (0.8164, -5.9873, 1.4825)
C (0.7371, -4.7799, 0.9365)
C (0.8613, -4.5537, -0.4275)
C (1.0469, -5.6410, -1.2700)
C (0.8040, -3.1665, -0.9808)
O (1.3085, -2.9462, -2.1004)
O (0.2527, -2.2628, -0.2661)
H (1.0451, -8.0057, 1.1495)
H (0.5789, -3.9491, 1.6094)
H (1.1545, -5.4917, -2.3359)

As for the net charge: +1. As for the HOMO-LUMO gap: 8.0054 eV. The calculation puts the molar mass at 1034.03 Da. As for the maximum force: 1.16 eV Å⁻¹.

Mulliken atomic charge list, values in e, 99 entries:
1. Mg 1.3084
2. C -1.2014
3. N 0.6498
4. C -0.7699
5. C -0.7745
6. N 0.4097
7. C 0.0312
8. C -0.2818
9. C -1.5568
10. C -0.7726
11. C 1.0798
12. C -0.9501
13. C -1.6603
14. C -0.1601
15. C 0.5052
16. N 0.0049
17. C -0.2655
18. N 0.3850
19. C -0.5588
20. C -1.2869
21. N 0.3876
22. C -1.0525
23. C -1.2849
24. C 0.2752
25. N 0.6908
26. C -1.3576
27. C -1.0808
28. H 0.3411
29. H 0.3620
30. H 0.3527
31. H 0.4551
32. H 0.2491
33. H 0.3060
34. H 0.6997
35. H 0.4406
36. H 0.4474
37. H 0.4538
38. H 0.4405
39. H 0.7214
40. H -0.4808
41. H 0.5157
42. H 0.1471
43. H 0.4086
44. H 0.3975
45. H 0.3058
46. H 0.3600
47. H 0.2083
48. H 0.3734
49. H 0.2994
50. H 0.4974
51. H 0.2304
52. H -0.0769
53. H 0.3813
54. H 0.5494
55. H 0.3679
56. H 0.3438
57. H 0.2071
58. O -0.4094
59. H 0.1116
60. H 0.1526
61. C -1.5895
62. C 2.0686
63. C -1.5250
64. C -1.7175
65. C -0.3803
66. N -0.2005
67. H 0.4213
68. H 0.3825
69. H 0.3441
70. H 0.4346
71. H 0.2913
72. H 0.3744
73. H 0.4683
74. H 0.3272
75. H 0.3522
76. C -0.6460
77. C -0.6973
78. C -0.6879
79. C 1.1707
80. C -0.3499
81. C -0.7951
82. Sb 1.4871
83. C 0.8880
84. C -0.6036
85. C -0.6869
86. C -0.7205
87. C -0.5049
88. C -0.9406
89. C 1.3062
90. C -0.2767
91. C -0.8185
92. C -0.6852
93. C -0.9381
94. C -0.3816
95. H 0.3885
96. H 0.4295
97. H 0.3144
98. H 0.1545
99. H 0.4137

---

2.
This record from OMol25 describes C49H59GeI2NO4SeSn as an isolated structure at a distorted geometry. The level of theory is ωB97M-V/def2-TZVPD.

Positions of all 118 atoms, in Å:
Sn (-0.7971, -1.3637, -0.1839)
C (6.1948, -0.8997, 2.6504)
C (5.2468, 0.2700, 2.9532)
C (5.4351, 0.6667, 4.4164)
C (5.6457, 1.4681, 2.0799)
C (3.8102, -0.1583, 2.6485)
C (3.4518, -0.4761, 1.3439)
C (2.1953, -0.9980, 1.0557)
N (1.6710, -1.2875, -0.1928)
C (2.3132, -1.4878, -1.3453)
C (3.7011, -1.7345, -1.5082)
C (4.2456, -1.8907, -2.7545)
C (3.3859, -1.7408, -3.8735)
C (2.0222, -1.5604, -3.7972)
C (1.4200, -1.5412, -2.4931)
O (0.1675, -1.5636, -2.2925)
C (1.2278, -1.4734, -5.1135)
C (1.8173, -0.3468, -5.9763)
C (-0.2676, -1.1710, -4.9432)
C (1.3506, -2.8065, -5.8677)
C (5.7179, -2.2357, -2.9781)
C (6.3916, -1.1405, -3.8155)
C (5.8236, -3.5754, -3.7198)
C (6.4799, -2.3588, -1.6583)
C (1.2149, -1.1724, 2.0857)
O (0.1000, -1.7663, 1.7644)
C (1.5159, -0.6884, 3.3762)
C (2.8224, -0.2643, 3.6272)
C (0.4874, -0.5943, 4.5174)
C (-0.9711, -0.7491, 4.0663)
C (0.7910, -1.6763, 5.5634)
C (0.5963, 0.7894, 5.1834)
H (7.2323, -0.6318, 2.8806)
H (6.1384, -1.1836, 1.5972)
H (5.9207, -1.7748, 3.2442)
H (6.4751, 0.9631, 4.5820)
H (5.2106, -0.1637, 5.0896)
H (4.7957, 1.5107, 4.6872)
H (6.6661, 1.7901, 2.3140)
H (4.9678, 2.3075, 2.2515)
H (5.6065, 1.2216, 1.0177)
H (4.1338, -0.2719, 0.5296)
H (4.2969, -1.8785, -0.6213)
H (3.8331, -1.7993, -4.8612)
H (1.7393, 0.6088, -5.4522)
H (1.2636, -0.2702, -6.9178)
H (2.8692, -0.5139, -6.2169)
H (-0.4296, -0.2491, -4.3818)
H (-0.7900, -1.9643, -4.4141)
H (-0.7055, -1.0600, -5.9419)
H (2.3899, -3.0356, -6.1175)
H (0.7727, -2.7710, -6.7977)
H (0.9640, -3.6224, -5.2536)
H (5.9101, -1.0258, -4.7888)
H (7.4463, -1.3827, -3.9861)
H (6.3353, -0.1792, -3.2992)
H (5.3333, -3.5304, -4.6946)
H (5.3425, -4.3674, -3.1424)
H (6.8733, -3.8473, -3.8767)
H (6.4455, -1.4262, -1.0890)
H (7.5290, -2.5926, -1.8608)
H (6.0706, -3.1546, -1.0326)
H (3.0671, 0.0403, 4.6369)
H (-1.1929, -1.7569, 3.7261)
H (-1.2184, -0.0758, 3.2438)
H (-1.6187, -0.5104, 4.9187)
H (0.7194, -2.6670, 5.1094)
H (0.0749, -1.6237, 6.3914)
H (1.7994, -1.5603, 5.9708)
H (0.4771, 1.5777, 4.4359)
H (1.5541, 0.9415, 5.6855)
H (-0.1933, 0.9006, 5.9331)
Se (0.1354, 0.9659, -0.3706)
I (-1.0742, -4.0630, -0.3870)
I (-1.3070, -7.2077, -0.7068)
O (-2.6195, -0.5982, 1.0678)
C (-3.5129, -1.1920, 0.3725)
O (-3.3117, -1.5856, -0.7885)
C (-4.8687, -1.3667, 1.0257)
C (-5.3350, -0.0566, 1.6754)
Ge (-5.1714, 1.6244, 0.6954)
C (-6.8543, 1.9203, -0.2715)
C (-7.4533, 0.8284, -0.9052)
C (-8.5719, 0.9890, -1.7161)
C (-9.1223, 2.2503, -1.8978)
C (-8.5421, 3.3482, -1.2768)
C (-7.4134, 3.1833, -0.4814)
C (-4.8983, 2.9380, 2.1173)
C (-5.8555, 3.8433, 2.5764)
C (-5.5695, 4.7216, 3.6173)
C (-4.3192, 4.7028, 4.2193)
C (-3.3609, 3.7913, 3.7907)
C (-3.6505, 2.9154, 2.7536)
C (-3.8256, 1.9432, -0.6810)
C (-2.8742, 2.9544, -0.5476)
C (-1.9987, 3.2490, -1.5870)
C (-2.0567, 2.5305, -2.7712)
C (-2.9992, 1.5221, -2.9193)
C (-3.8841, 1.2400, -1.8880)
H (-4.7476, -2.1257, 1.8030)
H (-5.5650, -1.7501, 0.2812)
H (-4.7356, 0.1065, 2.5724)
H (-6.3855, -0.1037, 1.9741)
H (-7.0396, -0.1666, -0.7722)
H (-9.0064, 0.1293, -2.2119)
H (-9.9943, 2.3786, -2.5281)
H (-8.9618, 4.3371, -1.4212)
H (-6.9532, 4.0587, -0.0373)
H (-6.8430, 3.8615, 2.1299)
H (-6.3266, 5.4177, 3.9604)
H (-4.0932, 5.3905, 5.0254)
H (-2.3874, 3.7594, 4.2651)
H (-2.8978, 2.1959, 2.4394)
H (-2.8023, 3.5197, 0.3727)
H (-1.2567, 4.0280, -1.4602)
H (-1.3596, 2.7451, -3.5716)
H (-3.0353, 0.9393, -3.8318)
H (-4.6067, 0.4427, -2.0226)

As for the net charge: -2. For the energy above the lowest of the compared OMol25 structures with the same formula, charge and spin, the calculation gives 66.2 kcal per mole. As for the HOMO-LUMO gap (spin up / spin down): 5.3453 / 5.2020 eV. The calculation puts the molar mass at 1250.10 Da. As for the maximum force: 1.32 eV Å⁻¹.

Mulliken atomic charge list, values in e, 99 entries:
1. Sn 1.2554
2. C -1.3328
3. C 2.2938
4. C -2.3644
5. C -1.7268
6. C -1.0306
7. C 0.0786
8. C -0.7993
9. N -0.0651
10. C -0.9287
11. C -0.0836
12. C -1.2394
13. C 0.0985
14. C -0.5841
15. C 1.2890
16. O -0.8521
17. C 2.2709
18. C -1.8285
19. C -2.4220
20. C -1.7566
21. C 2.1090
22. C -1.7910
23. C -1.7502
24. C -2.0049
25. C 1.2724
26. O -0.9615
27. C -0.4522
28. C 0.0512
29. C 2.5327
30. C -2.2452
31. C -1.8169
32. C -1.9565
33. H 0.4653
34. H 0.0543
35. H 0.3329
36. H 0.4625
37. H 0.3703
38. H 0.4066
39. H 0.4606
40. H 0.3456
41. H 0.2772
42. H 1.0590
43. H 1.2942
44. H 0.2855
45. H 0.3747
46. H 0.4900
47. H 0.2858
48. H 0.4911
49. H 0.3266
50. H 0.5329
51. H 0.3178
52. H 0.4529
53. H 0.3776
54. H 0.3066
55. H 0.4724
56. H 0.3537
57. H 0.3284
58. H 0.3680
59. H 0.4420
60. H 0.2474
61. H 0.5349
62. H 0.3772
63. H 0.2377
64. H 0.3372
65. H 0.2655
66. H 0.5120
67. H 0.3647
68. H 0.4536
69. H 0.2978
70. H 0.3990
71. H 0.3757
72. H 0.5013
73. Se -0.3520
74. I -0.0777
75. I -0.7991
76. O -0.4383
77. C 0.6484
78. O -0.6724
79. C -0.4813
80. C -1.2589
81. Ge 1.2210
82. C 0.0858
83. C -0.2726
84. C -0.7479
85. C -0.3711
86. C -0.7442
87. C -0.3308
88. C 0.0471
89. C -0.4554
90. C -0.6426
91. C -0.4804
92. C -0.7278
93. C -0.5933
94. C 0.4594
95. C -0.0917
96. C -0.8917
97. C -0.1776
98. C -0.6513
99. C -0.2297

---

Question: Which formula does entry 1 have?
Answer: C49H59BrMgN8O3Sb